Computed, not measured: C44H73F6N9O4Tl as an isolated structure in a non-equilibrium geometry, with the ωB97M-V functional and the def2-TZVPD basis.

Its molar mass is 1110.50 g mol⁻¹. The charge is +1. The value obtained for the HOMO-LUMO gap is 7.92 eV. The highest occupied orbital energy comes out at -0.361 Ha.

Each line ends with the Löwdin charge.
Geometry (Å):
1 Tl -1.52397 1.17831 -0.69045  0.954
2 C -3.22022 0.17178 -2.95107  -0.402
3 O -3.40361 1.02351 -4.07470  -0.077
4 O -3.19778 0.97164 -1.81146  -0.234
5 C -4.50947 -0.70456 -2.82012  -0.555
6 F -4.21174 -1.72174 -1.91229  0.067
7 F -5.56796 -0.13318 -2.37814  0.230
8 F -4.66300 -1.32131 -4.00428  0.151
9 C -2.67936 0.51126 -5.22560  -0.265
10 C -3.28669 0.98994 -6.53862  -0.079
11 H -4.32996 0.63351 -6.80175  0.099
12 H -3.19135 2.06467 -6.51614  0.065
13 H -2.55580 0.63702 -7.31925  0.089
14 H -2.67538 -0.58298 -5.20823  0.097
15 H -1.66354 1.03266 -5.17924  0.131
16 H -2.29303 -0.50097 -3.10114  0.135
17 C 0.58933 2.02938 1.53437  -0.424
18 O -0.21234 2.96272 2.08423  -0.088
19 O -0.08568 1.04158 0.78719  -0.252
20 C 1.53641 2.74655 0.52558  -0.502
21 F 2.12060 3.83601 0.91635  0.205
22 F 2.51517 1.90608 0.05283  0.106
23 F 0.73655 3.05505 -0.58506  0.050
24 C -0.60708 2.58425 3.42324  -0.186
25 C 0.04809 3.58764 4.36020  -0.049
26 H 0.03969 4.63434 4.04060  0.054
27 H -0.32033 3.47130 5.40387  0.091
28 H 1.10139 3.32459 4.46953  0.076
29 H -0.34157 1.54417 3.59514  0.128
30 H -1.67304 2.68979 3.35851  0.113
31 H 1.17285 1.43846 2.18496  0.108
32 N 10.34913 -2.18461 2.83298  0.006
33 C 10.28549 -2.67443 1.57706  -0.177
34 C 10.36343 -1.67856 0.65347  -0.091
35 C 10.42278 -0.43178 1.43731  -0.089
36 C 10.43218 -0.82809 2.77540  -0.165
37 H 10.37423 -2.74879 3.65527  0.144
38 H 10.19909 -3.73859 1.45401  0.107
39 H 10.40361 -1.74948 -0.44341  0.097
40 H 10.52708 0.54061 1.02022  0.075
41 H 10.49456 -0.18963 3.65518  0.109
42 C 2.85769 -4.40638 -4.77065  -0.102
43 C 1.59006 -5.08655 -5.35778  -0.218
44 C 0.61232 -4.01064 -5.97465  -0.180
45 C 0.00478 -3.11107 -5.02628  -0.213
46 N -0.31882 -2.23033 -4.35728  0.197
47 H 3.28119 -3.68031 -5.51447  0.080
48 H 3.55905 -5.17022 -4.52644  0.060
49 H 2.64514 -3.84006 -3.87373  0.055
50 H 1.03248 -5.54293 -4.52899  0.102
51 H 1.88947 -5.78448 -6.19241  0.126
52 H -0.19412 -4.55440 -6.46858  0.117
53 H 1.25569 -3.45536 -6.68674  0.128
54 C -8.66498 2.28796 3.78524  -0.105
55 C -9.26583 3.21837 2.78306  -0.254
56 C -8.62265 4.64833 2.66515  -0.160
57 C -7.23922 4.52251 2.14409  -0.235
58 N -6.23319 4.32915 1.66893  0.146
59 H -8.55715 2.75685 4.72136  0.061
60 H -7.75799 1.77024 3.55761  0.061
61 H -9.39897 1.49774 4.00461  0.085
62 H -10.30615 3.43092 2.97366  0.103
63 H -9.26271 2.83745 1.77144  0.106
64 H -8.56313 5.11401 3.65804  0.117
65 H -9.23547 5.23953 1.98466  0.115
66 C -0.70789 6.34933 2.25970  -0.113
67 C -1.53502 6.64324 1.05304  -0.257
68 C -2.74205 5.74660 0.90519  -0.160
69 C -2.61937 4.34526 0.44933  -0.113
70 N -2.59351 3.27246 0.09784  0.178
71 H -1.38177 6.33425 3.13400  0.093
72 H 0.07834 7.12204 2.47130  0.104
73 H -0.17180 5.47434 2.13591  0.018
74 H -0.88452 6.61257 0.11511  0.140
75 H -1.95882 7.65541 1.07493  0.116
76 H -3.45532 6.12904 0.23565  0.106
77 H -3.24258 5.70588 1.88106  0.127
78 C 3.29913 -3.66692 2.42814  -0.100
79 C 1.88163 -3.02722 2.35763  -0.236
80 C 1.73349 -1.82417 1.47432  -0.197
81 C 2.33799 -2.01415 0.11532  -0.192
82 N 2.74428 -2.22267 -0.94729  0.158
83 H 3.34777 -4.61572 3.05715  0.094
84 H 3.99934 -2.98392 2.84679  0.041
85 H 3.78309 -3.98409 1.49077  0.071
86 H 1.45907 -2.71544 3.36097  0.133
87 H 1.22012 -3.84418 1.95738  0.107
88 H 2.19595 -0.92570 1.83598  0.054
89 H 0.74448 -1.41131 1.35655  0.091
90 C -5.22121 -2.86631 2.25405  -0.119
91 C -6.03319 -1.60521 1.97757  -0.244
92 C -5.46361 -0.67573 0.86032  -0.139
93 C -4.20406 -0.02283 1.24634  -0.169
94 N -3.13983 0.40355 1.35673  0.160
95 H -4.11528 -2.81405 2.10938  0.073
96 H -5.60264 -3.77124 1.61251  0.107
97 H -5.36652 -3.16272 3.28333  0.058
98 H -6.03252 -1.04480 2.91041  0.100
99 H -7.07217 -1.86880 1.87580  0.102
100 H -6.19300 0.17451 0.78287  0.137
101 H -5.30366 -1.07121 -0.15152  0.095
102 C 6.52460 -0.24719 4.57274  -0.114
103 C 6.94583 0.17879 3.18900  -0.242
104 C 5.96338 1.31697 2.78787  -0.175
105 C 4.55615 0.88529 2.75889  -0.177
106 N 3.41317 0.73192 2.71262  0.182
107 H 7.29061 -0.90328 4.93699  0.061
108 H 5.57988 -0.85950 4.63716  0.095
109 H 6.38307 0.57838 5.21574  0.063
110 H 6.88619 -0.63643 2.47627  0.111
111 H 7.95937 0.62063 3.09256  0.104
112 H 6.19281 1.72043 1.82342  0.107
113 H 5.99975 2.17288 3.50138  0.137
114 C -2.71591 -4.52690 -0.93217  -0.083
115 C -1.27321 -4.56993 -0.45631  -0.218
116 C -0.45145 -3.52533 -1.24967  -0.141
117 C -1.03268 -2.24255 -0.87252  -0.157
118 N -1.25462 -1.20835 -0.52063  0.201
119 H -3.34139 -3.77522 -0.42958  0.064
120 H -3.14238 -5.49018 -0.73314  0.071
121 H -2.84799 -4.23725 -1.98112  0.085
122 H -0.70885 -5.41393 -0.60278  0.080
123 H -1.16820 -4.33987 0.61790  0.118
124 H -0.42943 -3.77927 -2.25981  0.073
125 H 0.58457 -3.41055 -0.93427  0.087
126 C 2.77319 -0.97124 -5.04438  -0.104
127 C 2.52709 0.50754 -4.69837  -0.194
128 C 2.41200 0.66104 -3.16168  -0.134
129 C 1.00812 0.71547 -2.86740  -0.157
130 N -0.09550 0.85045 -2.59172  0.181
131 H 1.99880 -1.59163 -4.69583  0.006
132 H 3.65399 -1.33410 -4.56363  0.076
133 H 2.82748 -1.25685 -6.07265  0.069
134 H 1.63848 0.94846 -5.17168  0.115
135 H 3.38485 1.06684 -5.04157  0.104
136 H 2.86663 1.57612 -2.81456  0.126
137 H 2.70105 -0.24025 -2.56806  0.112